(1)
Computed, not measured: C4H5KO2 as an isolated structure, with ωB97M-V/def2-TZVPD.

Calculated values
⟨S²⟩ = 0.761
LUMO energy (alpha / beta) = -0.1495 / -0.1494 hartree
multiplicity = 2
relative energy (zero: lowest compared OMol25 entry of this formula, charge and spin) = 18.9 kJ/mol
E_HOMO (alpha / beta) = -11.48 / -12.64 eV
charge = +1

XYZ file:
```
12
Properties=species:S:1:pos:R:3:forces:R:3
C -1.16425 0.63748 1.47711 0.0 0.4 0.0
C -0.35332 0.12227 0.36814 0.0 0.1 -1.4
C 0.35312 0.55539 -0.66748 0.1 0.6 2.7
C 0.84022 -0.31704 -1.72519 0.8 -1.4 -0.6
O 1.73777 -1.14180 -1.57904 -0.7 0.6 -0.4
K 3.51006 -3.31006 -3.17468 -0.2 0.3 0.3
H -2.10704 1.02556 1.04815 0.3 -0.1 0.1
H -0.62538 1.49749 1.92100 -0.1 -0.1 0.0
H 0.81730 1.55581 -0.53522 -0.4 -0.3 -0.6
H 0.32376 -0.24113 -2.69933 0.2 0.1 0.0
O -1.40252 -0.37407 2.42486 0.1 -0.2 0.0
H -1.92973 -0.00988 3.14166 0.0 0.0 0.0
```
Positions in Å, forces in eV/Å.

***

(2)
Computed, not measured: C52H42BBaN9O4 as an isolated structure, with ωB97M-V/def2-TZVPD.

Calculated values
LUMO energy = 0.1476 hartree
multiplicity = 1
relative energy (zero: lowest compared OMol25 entry of this formula, charge and spin) = 180.9 kJ/mol
E_HOMO = -1.27 eV
charge = -2

XYZ file:
```
109
Properties=species:S:1:pos:R:3:forces:R:3
Ba 0.55610 0.52110 -0.11417 0.4 0.1 -0.5
C -1.22155 -4.39848 2.43054 0.3 -0.6 -0.1
C -1.88728 -3.47552 1.42881 0.2 0.7 -0.6
C -3.16923 -2.94640 1.58764 0.6 -0.4 -1.2
C -3.37049 -2.19560 0.39189 1.8 -0.3 -0.2
N -2.22543 -2.17658 -0.38051 -1.7 -0.6 1.4
N -1.31554 -2.93958 0.24032 -1.6 -1.1 1.9
B -0.08176 -3.60192 -0.49341 0.1 0.8 1.4
N 1.15221 -3.46165 0.48739 1.2 1.3 -0.2
N 1.70116 -2.21378 0.88598 -0.8 -1.3 -0.2
C 2.88988 -2.47897 1.43378 -1.2 -1.3 -1.3
C 3.15917 -3.87761 1.35982 0.5 0.4 0.0
C 2.05503 -4.43732 0.73257 0.6 0.9 0.4
C 1.90203 -5.83139 0.27128 0.1 -0.6 0.3
C 3.81324 -1.45027 1.85890 0.2 1.2 0.3
C 3.38601 -0.16120 2.31023 0.6 -1.7 1.3
C 4.38635 0.66361 2.81213 -1.0 -0.7 -1.2
C 5.71966 0.39848 2.64760 0.9 0.5 -0.1
C 6.13680 -0.84623 2.24442 0.9 -0.9 -1.2
C 5.18085 -1.75865 1.80067 -0.2 0.7 0.5
N 0.16471 -2.98753 -1.89786 -1.2 -1.2 0.3
N -0.17458 -1.68976 -2.09275 1.3 -0.2 -1.0
C -0.43630 -1.59201 -3.38496 -3.0 1.0 -0.4
C -0.52654 -2.86526 -4.00564 1.4 -0.6 1.7
C -0.08687 -3.75483 -3.03575 0.6 2.0 0.3
C 0.34761 -5.17733 -3.12083 0.1 -0.6 0.1
C -1.05566 -0.34749 -3.99403 0.5 0.4 0.5
C -1.29114 -0.31854 -5.37835 -0.1 -0.3 0.8
C -1.55324 0.91954 -5.99281 1.0 -1.1 -1.4
C -1.27677 2.08885 -5.31761 -1.2 0.6 0.4
C -1.47279 2.03062 -3.93350 1.3 1.9 1.1
C -1.36129 0.83949 -3.24339 0.2 -1.7 -0.7
C -4.48967 -1.39438 -0.06298 -1.8 1.9 0.1
C -4.37442 -0.83694 -1.37217 -0.2 -0.3 1.6
C -5.20396 0.22539 -1.71591 0.6 -0.6 -0.8
C -6.27207 0.51819 -0.90564 -1.0 1.4 0.4
C -6.40929 0.08268 0.41197 -0.8 -1.2 -0.2
C -5.57874 -0.91321 0.82686 4.0 -1.5 0.0
H -1.74899 -5.37384 2.61325 0.3 0.6 -0.8
H -0.15341 -4.62364 2.16309 -1.1 0.4 0.6
H -1.33603 -3.94544 3.42499 0.7 0.2 -0.2
H -3.87552 -3.18898 2.40332 0.6 0.3 -0.7
H -0.38009 -4.76758 -0.52950 0.2 0.1 -0.4
H 4.14432 -4.31658 1.60296 -1.0 0.0 -0.1
H 0.96833 -5.95917 -0.26440 0.2 -0.2 -0.1
H 2.77002 -6.08306 -0.33585 -0.1 -0.1 -0.3
H 1.92879 -6.53894 1.10552 -0.1 0.1 0.1
H 2.32010 0.09280 2.48175 0.9 -0.2 -0.4
H 4.14645 1.58329 3.23276 -0.7 1.6 0.4
H 6.37064 1.27378 2.64653 0.3 -0.5 0.7
H 7.20844 -1.14932 2.11691 -1.0 0.7 0.1
H 5.53562 -2.65643 1.32093 -0.2 -0.3 0.2
H -0.78535 -3.13742 -4.98625 -0.2 -0.1 -1.0
H 1.44428 -5.26099 -2.77693 -1.8 -0.2 -0.3
H -0.37949 -5.80292 -2.52485 1.2 0.3 -0.4
H 0.28067 -5.50206 -4.18340 0.1 0.1 0.7
H -1.21259 -1.30865 -5.89046 -0.3 1.3 0.0
H -1.83520 0.93472 -7.05382 0.6 0.0 0.3
H -1.01625 3.04687 -5.80893 -0.8 -0.7 0.2
H -1.49603 3.01524 -3.36550 0.0 -1.5 -0.5
H -1.49621 0.75102 -2.16866 0.1 0.4 -0.2
H -3.58004 -1.24486 -1.98923 0.0 0.5 0.0
H -4.98608 0.83734 -2.61248 -0.5 -0.7 0.4
H -7.03977 1.15862 -1.30277 0.0 0.6 0.0
H -7.21490 0.33117 1.11608 0.2 0.5 -0.7
H -5.46897 -1.21765 1.89999 -0.5 0.2 -1.1
O 3.10134 0.91255 -0.23843 0.2 0.0 -1.2
C 3.85928 1.25154 -1.23664 -0.3 -0.3 0.6
C 4.79429 0.28988 -1.76015 0.7 1.6 0.0
C 5.78959 0.70126 -2.61902 -1.0 1.4 -0.2
C 5.87656 2.06559 -3.10688 1.6 -2.4 0.1
C 4.97896 2.96020 -2.64523 -2.2 0.5 1.0
C 3.86393 2.58779 -1.80052 1.3 -2.3 -0.6
C 2.79271 3.44490 -1.44248 -3.0 1.3 1.2
N 1.52076 3.15839 -1.15304 3.5 -2.8 -1.0
N 0.75445 4.11445 -0.70411 -2.2 4.5 0.1
C -0.56066 3.83813 -0.60277 2.4 -2.0 -0.3
O -0.93925 2.64108 -0.67027 -1.6 -1.0 0.0
C -1.60440 4.86409 -0.38575 -0.3 2.1 -0.5
C -2.90732 4.55562 0.06566 0.6 -0.2 0.1
C -3.84819 5.54375 0.34274 -1.2 0.8 -0.2
C -3.46041 6.89849 0.26231 -0.7 0.2 0.0
C -2.25147 7.20662 -0.30198 0.2 -0.7 -0.2
C -1.40252 6.22074 -0.74424 0.7 -0.8 0.5
H 4.85110 -0.67844 -1.30369 -0.3 -0.4 0.1
H 6.50164 -0.03123 -2.89573 0.8 -0.5 -0.5
H 6.72337 2.33533 -3.77376 -0.7 -0.1 0.6
H 5.08998 3.99085 -2.94117 -0.3 0.4 -0.1
H 3.07361 4.47113 -1.31735 0.0 1.1 0.0
H -3.11727 3.50389 0.21028 -0.2 0.0 0.0
H -4.95023 5.31987 0.50348 1.7 0.0 0.2
H -4.04841 7.79393 0.51737 -0.4 -0.9 0.1
H -1.89779 8.19943 -0.42821 -0.2 1.0 -0.1
H -0.57037 6.59738 -1.31843 0.6 -0.7 0.2
O -1.24407 -0.27075 1.86127 0.6 0.4 1.1
C -0.71809 0.46762 2.71861 -0.7 0.6 -1.1
N 0.30760 1.32503 2.46012 0.1 0.4 1.0
C 0.56615 2.17027 3.56706 0.8 -0.1 -2.4
O 1.40533 3.07292 3.57181 -1.2 -1.2 0.6
C -0.32934 1.71904 4.64834 -1.9 -0.9 1.8
C -0.38860 2.12795 6.00508 -0.1 0.1 -1.4
C -1.09499 1.26146 6.84202 0.1 0.9 1.6
C -1.89209 0.25089 6.40460 -0.1 -0.9 -1.0
C -2.03918 -0.00959 5.03122 1.0 0.9 -0.3
C -1.19217 0.65366 4.13336 1.5 1.4 2.4
H 0.00632 3.11088 6.36552 0.1 -1.3 -0.4
H -1.11673 1.35116 7.93784 0.4 0.5 -0.4
H -2.31744 -0.41188 7.15534 -0.4 0.2 -0.3
H -2.79490 -0.68271 4.73025 -0.4 -0.9 -0.6
```
Positions in Å, forces in eV/Å.

***

(3)
Computed, not measured: C4H8O2 in the gas phase, with ωB97M-V/def2-TZVPD.

Calculated values
LUMO energy = 0.0140 hartree
multiplicity = 1
relative energy (zero: lowest compared OMol25 entry of this formula, charge and spin) = 443.4 kJ/mol
E_HOMO = -8.81 eV

XYZ file:
```
14
Properties=species:S:1:pos:R:3:forces:R:3
C 1.70756 0.29715 -0.18828 -0.1 0.1 -0.1
C 0.71298 -0.71217 0.34898 0.1 -0.1 -0.1
O 0.23891 -0.26754 1.64685 -0.1 -0.1 0.2
C -0.73076 -0.75416 -0.01243 0.1 0.2 -0.2
C -1.27901 0.47168 -0.60894 0.3 0.0 0.1
O -2.67823 0.57149 -0.48315 -0.1 -0.2 0.0
H 1.30404 1.31267 -0.18294 0.1 -0.1 0.0
H 1.97967 0.03385 -1.21610 0.0 0.0 0.1
H 2.61936 0.28812 0.41726 -0.1 0.0 -0.1
H 1.18351 -1.69962 0.42455 -0.1 0.1 0.0
H -0.27062 -0.99901 2.03105 0.1 0.1 0.1
H -0.97971 0.36046 -1.67733 0.0 0.0 0.1
H -0.84154 1.41693 -0.26107 0.0 -0.1 0.0
H -2.96615 -0.31987 -0.23846 -0.1 0.1 0.0
```
Positions in Å, forces in eV/Å.

***

(4)
Computed, not measured: C23H33F3N8O3S2Ti as an isolated structure, with ωB97M-V/def2-TZVPD.

Calculated values
⟨S²⟩ = 0.753
LUMO energy (alpha / beta) = -0.0822 / -0.0821 hartree
multiplicity = 2
relative energy (zero: lowest compared OMol25 entry of this formula, charge and spin) = 29.0 kJ/mol
E_HOMO (alpha / beta) = -10.74 / -10.86 eV
charge = +1

XYZ file:
```
73
Properties=species:S:1:pos:R:3:forces:R:3
Ti 0.67313 -0.57338 0.78098 0.1 0.1 0.3
C 0.36101 0.17614 3.74316 0.1 0.0 -0.1
C 0.00973 1.48991 2.99155 0.2 0.0 -0.1
N 0.54403 1.51220 1.60651 0.2 0.2 -0.1
C 1.86942 2.20664 1.50410 -0.1 -0.2 0.0
C 2.86605 1.51048 0.57097 -0.1 -0.2 0.0
N 2.78524 0.03084 0.65096 0.2 0.1 0.2
C 3.49360 -0.57079 1.81322 -0.2 0.1 0.0
C 2.71748 -0.38343 3.11561 -0.2 0.0 -0.1
N 1.26468 -0.67084 2.93792 0.2 0.0 0.0
H -0.54471 -0.39634 3.93288 0.0 0.0 0.0
H 0.81060 0.40678 4.71048 0.0 0.0 0.0
H 0.38860 2.35075 3.54364 0.0 0.0 0.0
H -1.07115 1.60684 2.92762 0.0 0.0 0.0
H -0.10890 2.08928 1.05444 0.0 -0.2 0.0
H 2.28811 2.28411 2.50485 0.0 0.0 0.0
H 1.70040 3.22564 1.15404 0.0 0.0 0.0
H 3.87543 1.84760 0.82090 0.0 0.0 0.0
H 2.66743 1.78262 -0.46284 0.0 0.0 0.0
H 3.21532 -0.35708 -0.19318 0.0 0.0 0.0
H 4.49125 -0.13754 1.92440 0.0 0.0 0.0
H 3.60406 -1.63086 1.59473 0.0 0.0 0.0
H 2.81110 0.63579 3.48363 0.0 0.0 0.0
H 3.13755 -1.03421 3.88351 0.0 0.0 0.0
H 1.10481 -1.65101 3.14635 0.0 0.0 0.1
C -0.11629 5.21540 -1.64913 -0.1 0.0 0.0
N -1.11792 4.26278 -2.06796 0.2 0.1 0.0
C -1.31799 3.95031 -3.47984 0.0 0.0 0.0
C -2.30562 2.77093 -3.43952 0.0 0.0 0.1
N -2.66455 2.72702 -2.02298 0.0 0.0 0.0
C -1.86751 3.50731 -1.26687 0.1 0.0 0.2
S -1.86093 3.53092 0.43250 -0.1 -0.1 -0.2
H 0.88525 4.81954 -1.83363 0.0 0.0 0.0
H -0.23981 5.41080 -0.58806 0.0 0.0 0.0
H -0.23800 6.14563 -2.20445 0.0 0.0 0.0
H -0.36767 3.68146 -3.94213 0.0 0.0 0.0
H -1.72406 4.81776 -4.00236 0.0 0.0 0.0
H -1.83604 1.83796 -3.74800 0.0 0.0 0.0
H -3.18240 2.95087 -4.05764 0.0 0.0 0.0
H -3.10811 1.93011 -1.60377 0.0 0.0 0.0
O 3.21861 -3.94547 -2.57943 -0.3 -0.3 -0.1
S 4.07507 -3.20372 -1.37702 0.3 0.2 -0.2
O 4.24331 -1.81359 -1.79603 0.0 -0.1 0.2
N 2.97351 -3.12145 -0.16286 0.0 0.1 0.2
C 1.71902 -2.97844 -0.40693 -0.2 0.3 0.6
O 0.97139 -2.40645 0.54159 0.3 -0.8 -0.7
C 1.06490 -3.39511 -1.63369 -0.1 0.0 -0.1
C -0.32313 -3.35630 -1.80083 0.0 0.0 0.0
C -0.89690 -3.78522 -2.97592 0.1 0.0 0.0
C -0.08179 -4.26777 -4.00345 0.0 0.0 0.0
C 1.28992 -4.31374 -3.85970 -0.1 0.0 0.0
C 1.85592 -3.86873 -2.67374 0.3 0.0 -0.1
H -0.93914 -2.98333 -0.99363 0.0 0.0 0.0
H -1.96959 -3.74791 -3.10448 0.0 0.0 0.0
H -0.52674 -4.61033 -4.92861 0.0 0.0 0.0
H 1.93578 -4.68625 -4.64244 0.0 0.0 0.0
F 0.44658 1.54374 -1.41524 -0.1 0.1 0.0
C 0.26934 0.17863 -1.22754 0.0 0.2 -0.6
F -0.95883 -0.06279 -1.80072 -0.1 0.0 0.1
F 1.16169 -0.37837 -2.11360 0.0 0.0 0.1
N -5.25057 -1.75534 2.57601 0.0 0.0 0.0
C -4.00290 -1.51559 2.12721 0.0 0.0 0.0
C -3.66388 -0.31551 1.48278 0.0 0.0 0.0
C -2.37251 -0.11924 1.06655 0.1 0.1 0.0
N -1.37786 -1.00816 1.24579 -0.5 0.0 0.2
C -1.71177 -2.16818 1.84638 0.0 0.0 0.1
C -2.97243 -2.45999 2.29322 0.0 0.0 0.0
H -5.99375 -1.10014 2.41435 0.0 0.0 0.0
H -5.48890 -2.63426 2.99803 0.0 0.0 0.0
H -4.39768 0.46371 1.32148 0.0 0.0 0.0
H -2.10795 0.81611 0.58398 0.0 0.0 0.0
H -0.91894 -2.89667 1.96304 0.0 0.0 0.0
H -3.16241 -3.41306 2.76887 0.0 0.0 0.0
```
Positions in Å, forces in eV/Å.

***

(5)
Computed, not measured: C4H7NS2 in the gas phase, with ωB97M-V/def2-TZVPD.

Calculated values
LUMO energy (alpha / beta) = -0.0098 / -0.0325 hartree
multiplicity = 1
relative energy (zero: lowest compared OMol25 entry of this formula, charge and spin) = 394.2 kJ/mol
E_HOMO (alpha / beta) = -7.64 / -7.61 eV

XYZ file:
```
14
Properties=species:S:1:pos:R:3:forces:R:3
C -0.87160 -0.74791 -0.14117 -2.3 -0.7 0.4
C 0.52128 -0.54226 -0.06976 0.7 1.8 -1.1
C -2.41397 1.63261 -0.05468 -0.4 -1.5 0.5
C 1.44015 -1.72351 -0.07437 1.8 0.0 0.0
N 1.27845 0.50680 -0.05677 0.6 0.9 0.4
S -2.47433 -0.07896 -0.02870 2.7 1.8 -0.4
S 1.06314 2.13802 0.09941 -2.9 -0.5 -0.6
H -1.12346 -1.79117 -0.15048 0.1 -0.6 -0.1
H -1.41524 2.12053 0.10509 -1.7 -0.1 -0.3
H -3.46411 2.01134 -0.00611 1.5 0.3 0.0
H 0.90164 -2.54971 0.27839 -0.4 -1.7 0.2
H 2.17346 -1.43971 0.69755 -0.2 -0.5 -0.1
H 2.11377 -1.95146 -0.96676 -1.6 0.5 0.7
H 2.27082 2.41539 0.36835 2.2 0.4 0.4
```
Positions in Å, forces in eV/Å.

***

(6)
Computed, not measured: C2Br4O as an isolated structure, with ωB97M-V/def2-TZVPD.

Calculated values
⟨S²⟩ = 2.010
LUMO energy (alpha / beta) = 0.0062 / -0.0843 hartree
multiplicity = 3
relative energy (zero: lowest compared OMol25 entry of this formula, charge and spin) = 90.1 kJ/mol
E_HOMO (alpha / beta) = -8.43 / -10.48 eV

XYZ file:
```
7
Properties=species:S:1:pos:R:3:forces:R:3
C 1.62880 -0.71802 -0.06401 -1.6 -0.2 0.7
C -1.75494 1.13124 0.36765 -2.4 -0.2 0.5
O 0.58169 -0.93864 0.44191 0.5 0.4 -0.1
Br 2.35269 0.99686 -0.27810 0.2 0.7 0.0
Br -3.35712 1.45806 1.42985 1.6 0.1 -0.3
Br 2.66892 -2.08034 -0.74976 0.9 -0.9 -0.5
Br -2.12004 0.15083 -1.14754 0.7 0.1 -0.2
```
Positions in Å, forces in eV/Å.

***

Calculated total energy, record by record: -24640.034; -77580.481; -8368.686; -95387.030; -27417.760; -284286.870 eV